Molecular formula: C2H4N4O2
Method: DFT, ωB97M-V/def2-TZVPD

- gap between HOMO and LUMO (eV) = 9.93
- total charge = 0
- ΔE to the lowest compared entry with this formula, charge and spin (kcal/mol) = 82.0

Element x y z (Å)
C  -0.827  -0.093  0.892
C  1.149  0.168  0.503
H  -2.380  -0.546  2.208
H  -2.659  0.458  0.649
H  1.973  -0.545  -1.691
H  1.563  0.761  -2.544
N  -2.153  -0.466  1.175
N  0.288  -0.110  1.407
N  0.408  0.583  -0.681
N  1.168  0.118  -1.784
O  2.347  -0.230  0.432
O  -0.876  -0.099  -0.566

Molecular formula: C2H4N4O5
Method: DFT, ωB97M-V/def2-TZVPD

- gap between HOMO and LUMO (alpha / beta) (eV) = 7.72 / 7.72
- total charge = 0
- ΔE to the lowest compared entry with this formula, charge and spin (kcal/mol) = 99.2

Element x y z (Å)
C  -0.144  -0.193  0.574
C  2.198  -0.030  0.258
N  2.843  -0.432  1.344
N  -0.681  0.473  -0.376
N  2.314  -0.752  -1.070
N  1.893  1.366  0.177
O  1.312  -1.199  -1.609
O  1.739  1.747  -0.963
O  3.207  -1.603  1.427
O  3.417  -0.782  -1.490
O  1.876  1.987  1.212
H  -0.237  -1.218  0.348
H  0.143  0.439  1.452
H  -0.393  1.430  -0.598
H  -0.657  -0.023  -1.344

Molecular formula: C2H4N4S
Method: DFT, ωB97M-V/def2-TZVPD

- SMILES string = [H]/N=C1\NN=CNS1
- gap between HOMO and LUMO (eV) = 9.20
- total charge = 0
- ΔE to the lowest compared entry with this formula, charge and spin (kcal/mol) = 45.5

Element x y z (Å)
H  -1.516  -1.250  -2.100
N  -1.838  -0.360  -1.697
C  -0.957  -0.045  -0.839
N  0.097  -0.939  -0.426
N  1.334  -0.559  0.050
C  1.301  0.335  0.996
N  0.075  0.894  1.365
S  -0.942  1.474  0.014
H  0.199  -1.656  -1.104
H  2.153  0.595  1.592
H  0.095  1.510  2.151